Here is a cluster of 8 separate species, C42H80BF5NO28P in total from the Open Molecules 2025 dataset. Energies are from the ωB97M-V functional and the def2-TZVPD basis.

For the HOMO-LUMO gap, the calculation gives 8.8697 eV. The highest occupied orbital energy comes out at -8.68 eV. The SMILES is COB(O)[C@@]1([PH2]=N)C[C@](CCCC(F)(F)C(F)(F)F)(COCOCCO)C(=O)O1.CCOC(=O)OC.CCOC(=O)OC.CCOC(=O)OC.CCOC(=O)OC.CCOC(=O)OC.CCOC(=O)OC.CCOC(=O)OC. The total energy comes out at -4675.48503 a.u.

Last column: Mulliken charge in e.
Positions of all 158 atoms, in Å:
C (1.80782, 4.94319, 5.13826)  -0.678
O (1.88476, 5.27691, 3.75465)  -0.557
B (2.04039, 4.24050, 2.86406)  0.989
O (3.24390, 3.59436, 2.71303)  -0.533
C (0.76750, 3.75947, 2.01836)  0.690
P (0.17337, 5.11569, 0.89803)  0.462
N (0.91368, 6.48969, 1.07025)  -0.765
C (0.84586, 2.39039, 1.31243)  -1.665
C (-0.56179, 1.73481, 1.46115)  3.594
C (-0.38824, 0.27520, 1.98857)  -1.002
C (-1.12153, -0.06868, 3.30965)  -0.883
C (-1.57374, -1.55026, 3.33476)  -1.058
C (-2.82413, -1.70907, 4.18133)  1.054
F (-2.69851, -1.01798, 5.35490)  -0.345
F (-3.88776, -1.20535, 3.49733)  -0.264
C (-3.15289, -3.17474, 4.56212)  0.498
F (-2.80838, -4.00550, 3.60186)  -0.298
F (-4.43132, -3.32536, 4.78298)  -0.269
F (-2.51724, -3.52653, 5.64973)  -0.287
C (-1.25528, 1.76764, 0.04163)  -1.133
O (-2.18063, 0.73906, -0.25348)  -0.321
C (-3.49313, 0.78434, 0.28506)  -0.294
O (-4.34500, 1.57773, -0.51105)  -0.409
C (-4.75462, 2.83844, -0.00499)  -0.135
C (-6.01207, 2.76876, 0.85090)  -0.504
O (-5.88767, 1.74940, 1.82916)  -0.415
C (-1.19750, 2.70477, 2.47168)  -0.946
O (-2.34940, 2.85968, 2.73881)  -0.490
O (-0.24659, 3.49988, 3.04613)  -0.342
H (1.24545, 4.01712, 5.31262)  0.240
H (2.80220, 4.84838, 5.59548)  0.305
H (1.28023, 5.74401, 5.66281)  0.223
H (3.78308, 3.73813, 3.50543)  0.253
H (-1.20298, 5.17988, 1.21317)  0.002
H (0.30022, 4.61614, -0.41560)  0.046
H (1.33882, 6.78807, 0.19691)  0.243
H (1.62581, 1.83374, 1.83046)  -0.459
H (1.20080, 2.51713, 0.28493)  0.702
H (0.67269, 0.05505, 2.11612)  -0.248
H (-0.74492, -0.41989, 1.22295)  0.550
H (-0.42454, 0.06200, 4.14370)  0.331
H (-2.00390, 0.55349, 3.45706)  0.646
H (-0.77915, -2.20082, 3.71331)  0.498
H (-1.81756, -1.87555, 2.31832)  0.423
H (-0.44320, 1.60886, -0.67542)  0.390
H (-1.67436, 2.76337, -0.16862)  0.309
H (-3.85791, -0.24488, 0.20603)  0.269
H (-3.50203, 1.08473, 1.33375)  0.281
H (-4.99678, 3.46240, -0.87523)  0.365
H (-3.96508, 3.34598, 0.54650)  0.040
H (-6.90961, 2.62104, 0.23237)  0.346
H (-6.12187, 3.75125, 1.33720)  0.358
H (-6.60323, 1.84651, 2.46820)  0.233
C (-6.05417, -0.04094, 5.89917)  -0.801
C (-7.46351, -0.09664, 6.44112)  -0.393
O (-7.67658, 0.87662, 7.47684)  -0.354
C (-7.79722, 2.13145, 7.04931)  0.802
O (-7.78300, 2.49804, 5.90004)  -0.563
O (-7.95705, 2.92134, 8.11134)  -0.348
C (-8.05096, 4.31457, 7.80217)  -0.632
H (-5.33192, -0.16244, 6.70762)  0.320
H (-5.88228, -0.81895, 5.15648)  0.211
H (-5.85918, 0.92249, 5.43225)  0.301
H (-7.65639, -1.05938, 6.91027)  0.330
H (-8.20408, 0.04333, 5.65337)  0.325
H (-8.84564, 4.49993, 7.08268)  0.291
H (-7.10386, 4.67999, 7.40824)  0.295
H (-8.27660, 4.81536, 8.73889)  0.221
C (2.98230, -3.58909, -1.24267)  -1.086
C (2.22658, -2.28942, -1.40721)  -0.287
O (2.13701, -1.55007, -0.17703)  -0.182
C (3.24460, -0.92444, 0.21093)  0.605
O (4.30053, -0.90377, -0.36354)  -0.582
O (2.95725, -0.26651, 1.33732)  -0.214
C (4.03629, 0.46508, 1.92201)  -0.808
H (2.53011, -4.19912, -0.46003)  0.291
H (2.96578, -4.15191, -2.17599)  0.389
H (4.02100, -3.41091, -0.96877)  0.315
H (1.19476, -2.49114, -1.68843)  0.295
H (2.66922, -1.65867, -2.17895)  0.297
H (4.49078, 1.14525, 1.20523)  0.339
H (4.78584, -0.21936, 2.31725)  0.411
H (3.60234, 1.04017, 2.73324)  0.168
C (-1.51586, -7.09012, 5.98652)  -1.104
C (-1.47975, -6.82059, 4.49791)  -0.021
O (-1.10956, -7.98692, 3.74184)  -0.368
C (-2.05705, -8.91449, 3.62007)  0.742
O (-3.18235, -8.84548, 4.04313)  -0.557
O (-1.55087, -9.93561, 2.92419)  -0.331
C (-2.45037, -11.03382, 2.75424)  -0.644
H (-0.55727, -7.48658, 6.32437)  0.304
H (-1.72448, -6.16622, 6.52628)  0.309
H (-2.28830, -7.81603, 6.23527)  0.322
H (-0.70965, -6.08663, 4.26684)  0.299
H (-2.43099, -6.43640, 4.13482)  0.246
H (-3.38383, -10.70500, 2.30242)  0.301
H (-2.65261, -11.51014, 3.71235)  0.294
H (-1.94739, -11.73496, 2.09480)  0.212
C (4.53446, 9.92430, -1.17236)  -1.069
C (3.50002, 10.49571, -2.11712)  -0.183
O (3.60057, 9.93744, -3.43950)  -0.377
C (3.13360, 8.69780, -3.57438)  0.729
O (2.61784, 8.03637, -2.70936)  -0.545
O (3.32742, 8.31558, -4.83735)  -0.342
C (2.92199, 6.97467, -5.12090)  -0.603
H (5.53762, 10.06545, -1.57714)  0.294
H (4.47192, 10.42586, -0.20664)  0.354
H (4.37819, 8.85852, -1.01485)  0.295
H (3.66394, 11.56233, -2.25801)  0.283
H (2.48760, 10.35533, -1.73890)  0.307
H (1.88022, 6.81687, -4.84747)  0.293
H (3.55431, 6.26748, -4.58500)  0.249
H (3.04826, 6.84028, -6.19094)  0.298
C (-0.52540, 2.99910, -8.72140)  -1.015
C (-0.62099, 3.84090, -7.46759)  -0.281
O (0.06197, 3.25130, -6.34435)  -0.302
C (1.39239, 3.31116, -6.37996)  0.635
O (2.06263, 3.81628, -7.24256)  -0.558
O (1.85935, 2.70408, -5.28503)  -0.108
C (3.28718, 2.61166, -5.22534)  -0.679
H (-0.90565, 1.99415, -8.53815)  0.195
H (-1.11578, 3.45621, -9.51563)  0.403
H (0.50469, 2.91436, -9.06338)  0.308
H (-1.65724, 3.91918, -7.14457)  0.317
H (-0.23913, 4.84886, -7.63015)  0.342
H (3.74470, 3.59335, -5.32755)  0.233
H (3.65518, 1.94972, -6.00799)  0.307
H (3.52128, 2.19481, -4.24999)  0.228
C (7.43758, -7.67620, -0.68288)  -1.098
C (6.89800, -7.24352, -2.02866)  -0.124
O (5.95920, -8.18877, -2.56886)  -0.374
C (4.75048, -8.17957, -2.00951)  0.820
O (4.37579, -7.44060, -1.13507)  -0.560
O (4.01462, -9.12577, -2.59442)  -0.347
C (2.69674, -9.26452, -2.05596)  -0.606
H (7.88432, -8.66869, -0.75412)  0.295
H (8.19879, -6.97299, -0.34454)  0.359
H (6.64694, -7.71289, 0.06465)  0.312
H (7.70021, -7.20433, -2.76309)  0.281
H (6.43508, -6.25778, -1.98000)  0.266
H (2.16487, -8.31580, -2.08137)  0.271
H (2.74233, -9.63433, -1.03286)  0.291
H (2.18966, -9.98902, -2.68614)  0.215
C (-0.09197, -0.06600, -6.61870)  -1.040
C (0.77772, -0.86540, -5.67698)  -0.157
O (0.94645, -2.23027, -6.09744)  -0.380
C (1.77890, -2.41129, -7.12099)  0.770
O (2.42060, -1.55716, -7.67794)  -0.566
O (1.80220, -3.71344, -7.41216)  -0.343
C (2.62730, -4.05268, -8.52989)  -0.645
H (-1.06324, -0.54687, -6.74890)  0.338
H (-0.24051, 0.93347, -6.21426)  0.243
H (0.36887, 0.02364, -7.60234)  0.386
H (0.30446, -0.92843, -4.69843)  0.313
H (1.75521, -0.40052, -5.54414)  0.256
H (3.64239, -3.68795, -8.38802)  0.299
H (2.21167, -3.63865, -9.44721)  0.295
H (2.62847, -5.13725, -8.58413)  0.220